# 1
This record from the OMol25 dataset describes a cluster of 6 separate species, C8H20BBr4N3O8 in total at a distorted geometry. The level of theory is the ωB97M-V functional and the def2-TZVPD basis.

Last column: Mulliken charge in e.
Cartesian coordinates (Å):
N1 2.55300 -2.51137 3.20905  -0.58
H1 1.56396 -2.63708 3.04752  0.33
H2 2.50746 -2.49862 4.21794  0.41
H3 2.75457 -1.57252 2.89595  0.40
H4 3.08902 -3.21899 2.72731  0.40
N2 1.95166 3.18336 -3.53850  -0.42
H5 0.99871 2.85339 -3.59434  0.27
H6 2.62762 2.45800 -3.34607  0.37
H7 2.05339 3.85126 -2.78771  0.41
H8 2.21199 3.56857 -4.43511  0.41
N3 1.80443 3.83026 3.27792  -0.83
H9 2.34773 3.25395 2.65119  0.47
H10 2.33957 4.43632 3.88324  0.48
H11 1.15258 3.32986 3.86510  0.36
H12 1.19909 4.21136 2.56488  0.35
O1 0.30133 -1.26470 2.32346  -0.75
C1 -0.14101 -0.36359 1.69529  0.49
O2 -0.68870 -0.44051 0.43593  -0.40
B1 -0.97526 0.94263 -0.03051  1.16
O3 -0.76889 1.79080 1.16499  -0.82
C2 -0.14010 1.12979 2.11983  0.71
O4 0.28821 1.60943 3.15968  -0.76
O5 -0.13355 1.47788 -1.07562  -0.73
C3 -0.89626 1.57184 -2.15684  0.91
O6 -0.45865 1.81413 -3.24544  -0.84
C4 -2.34685 1.20477 -1.78544  0.41
O7 -2.35080 1.02306 -0.51810  -0.56
O8 -3.30815 1.18417 -2.53976  -0.62
Br1 -4.78550 -3.72793 0.27515  -0.19
C5 -4.51933 -2.87253 2.11082  -0.77
C6 -3.43414 -1.81788 2.13421  -0.32
Br2 -3.52344 -0.95879 3.92846  -0.17
H13 -4.49877 -3.53458 2.97648  0.46
H14 -5.48362 -2.40179 2.30222  0.42
H15 -3.71495 -1.16733 1.30594  0.32
H16 -2.39971 -2.06481 1.89530  0.25
Br3 2.43716 -1.52863 -6.05278  -0.19
C7 2.20750 -2.29196 -4.21398  -0.67
C8 1.02695 -1.55331 -3.52889  -0.38
Br4 0.66673 -2.55845 -1.85140  -0.15
H17 3.06089 -2.37614 -3.54111  0.42
H18 1.98083 -3.31369 -4.51859  0.38
H19 0.10045 -1.51541 -4.10185  0.46
H20 1.34285 -0.53423 -3.30580  0.10

net charge: +1
electronic energy: -11403.77000 a.u.
Kohn-Sham gap (spin up / spin down): 2.824 / 8.099 eV
multiplicity: 2
LUMO (spin up / spin down): -3.2 / -3.2 eV

# 2
This record from the OMol25 dataset describes the molecule C4H9N at a distorted geometry. The level of theory is the ωB97M-V functional and the def2-TZVPD basis.

Last column: Mulliken charge in e.
Cartesian coordinates (Å):
C1 0.36631 0.56125 1.54881  -1.18
C2 0.38311 0.27000 0.04591  0.40
C3 -0.75759 -0.62716 -0.35106  -0.25
C4 -0.57542 -1.93816 -0.56204  -0.73
H1 -0.54350 1.03442 1.89959  0.35
H2 0.39128 -0.45272 2.02525  0.33
H3 1.27471 1.15751 1.80034  0.32
H4 1.25376 -0.41331 -0.22244  0.18
H5 0.36492 1.36067 -1.81937  0.24
H6 -0.14679 2.28288 -0.51717  0.25
H7 -1.70710 -0.02242 -0.62530  0.23
H8 -1.40554 -2.52148 -0.82656  0.33
H9 0.41242 -2.45926 -0.24430  0.20
N1 0.51534 1.49117 -0.79425  -0.67

energy above the lowest of the compared OMol25 structures with the same formula, charge and spin: 23.9 kcal per mole
electronic energy: -212.51304 a.u.
Kohn-Sham gap: 10.271 eV
LUMO: 1.2 eV

# 3
This record from the OMol25 dataset describes a structure of composition C38H34Br2FeGeN3O8Si at a distorted geometry. The level of theory is the ωB97M-V functional and the def2-TZVPD basis.

Last column: Mulliken charge in e.
Cartesian coordinates (Å):
Fe1 -0.75715 0.30428 1.59055  0.60
O1 1.71613 1.22798 -1.54879  -0.66
C1 0.96748 1.42467 -0.56722  -0.02
O2 0.76845 0.58137 0.44472  -0.65
C2 0.19651 2.78821 -0.56678  0.53
C3 0.85026 3.90506 -1.14558  -0.93
C4 0.15117 5.10130 -1.11305  -0.07
C5 -1.14418 5.24098 -0.55891  -0.57
C6 -1.72724 4.10051 -0.12264  -0.27
C7 -1.02385 2.83826 0.11031  0.90
O3 -1.56573 1.88127 0.80833  -0.44
N1 -3.20920 4.14949 0.12231  0.92
O4 -3.57944 5.02033 0.91515  -0.61
O5 -3.89528 3.41584 -0.61637  -0.49
N2 0.73768 6.29553 -1.65536  1.00
O6 0.02723 7.30031 -1.48105  -0.66
O7 1.85132 6.15693 -2.18557  -0.64
H1 1.79945 3.80761 -1.65470  0.64
H2 -1.65504 6.20554 -0.44101  0.49
C8 1.73595 -2.13941 0.64975  -1.28
C9 1.54358 -1.92685 2.01661  0.74
C10 2.33529 -2.73277 2.94349  -1.10
C11 2.22710 -2.64773 4.33471  -0.71
C12 1.21321 -1.84902 4.86489  0.79
C13 0.96210 -1.61245 6.28057  -0.33
Br1 1.78444 -2.41774 7.77501  -0.29
C14 -0.07100 -0.72442 6.62594  -0.44
C15 -0.86490 -0.07510 5.68578  -0.44
Br2 -2.03372 1.19264 6.21807  -0.18
C16 -0.79639 -0.43573 4.34654  0.58
O8 -1.58463 0.04531 3.44586  -0.67
C17 0.34564 -1.27337 3.88123  0.67
N3 0.55897 -1.15711 2.57967  0.35
H3 1.93495 -3.10242 0.26676  0.18
H4 8.10666 2.86810 -1.43601  0.34
H5 1.47345 -1.31321 -0.06566  0.09
H6 2.99515 -3.41100 2.46361  0.44
H7 2.96218 -3.15209 4.94802  0.34
H8 -0.38042 -0.68111 7.65844  0.34
C18 5.44177 1.61460 -2.49659  -1.01
Si1 7.16126 0.85246 -2.67991  0.37
C19 7.59829 0.11075 -4.33038  -0.94
C20 7.51359 -0.61334 -1.43706  -1.05
C21 8.23964 2.38900 -2.40600  -1.08
H9 5.53299 2.55681 -3.04468  0.28
H10 5.19380 1.89816 -1.45526  0.26
H11 4.60643 1.08496 -2.88840  0.41
H12 7.00320 -0.82095 -4.40695  0.25
H13 8.64478 -0.16604 -4.32187  0.28
H14 7.42156 0.78277 -5.13296  0.33
H15 8.62771 -0.54959 -1.30284  0.25
H16 7.24862 -1.60335 -1.74781  0.33
H17 7.20295 -0.51841 -0.37240  0.35
H18 7.92825 3.17072 -3.11139  0.30
H19 9.31795 2.22436 -2.53782  0.32
C22 -1.08214 -1.13822 -1.97698  -1.78
Ge1 -2.14983 -1.39583 -0.33599  1.06
C23 -2.55396 -3.37535 -0.21954  0.47
C24 -2.66751 -4.02904 -1.44496  -0.31
C25 -2.62469 -5.42235 -1.55621  -0.48
C26 -2.27684 -6.19521 -0.46695  -0.43
C27 -2.22411 -5.57668 0.79311  -0.44
C28 -2.35327 -4.18676 0.89346  -0.17
C29 -3.81181 -0.46765 -0.99255  0.20
C30 -3.84864 -0.04847 -2.30266  -0.35
C31 -4.88006 0.82630 -2.78486  -0.60
C32 -5.98300 1.12269 -2.09914  -1.24
C33 -6.10396 0.57866 -0.76631  1.26
C34 -7.27188 0.70272 0.00710  -0.77
C35 -7.32742 0.21175 1.29062  -0.68
C36 -6.28842 -0.59367 1.78665  -0.84
C37 -5.15450 -0.83125 1.03585  -0.48
C38 -5.02174 -0.22234 -0.22276  0.31
H20 -1.59369 -1.57424 -2.82235  0.67
H21 -0.04313 -1.56532 -1.97157  0.30
H22 -0.97567 -0.08860 -2.21877  0.40
H23 -2.83550 -3.48366 -2.41152  0.11
H24 -2.80095 -5.82026 -2.60337  0.27
H25 -2.19067 -7.26613 -0.58077  0.34
H26 -1.99098 -6.16181 1.71203  0.30
H27 -2.24763 -3.62535 1.82322  0.35
H28 -3.04766 -0.19972 -3.00764  0.30
H29 -4.61719 1.30795 -3.75137  0.29
H30 -6.76821 1.70178 -2.51313  0.36
H31 -8.09812 1.26953 -0.46527  0.28
H32 -8.06945 0.46581 1.95035  0.49
H33 -6.42681 -1.09136 2.72450  0.40
H34 -4.30953 -1.44084 1.35251  0.25

net charge: -2
energy above the lowest of the compared OMol25 structures with the same formula, charge and spin: 41.0 kcal per mole
electronic energy: -11012.67115 a.u.
Kohn-Sham gap (spin up / spin down): 4.606 / 4.444 eV
multiplicity: 6
LUMO (spin up / spin down): 3.6 / 3.5 eV

# 4
This record from the OMol25 dataset describes a structure of composition C12H33AlClI2O3P3 at a distorted geometry. The level of theory is the ωB97M-V functional and the def2-TZVPD basis.

Last column: Mulliken charge in e.
Cartesian coordinates (Å):
I1 -0.01670 -2.13627 -3.25199  -0.23
I2 -0.01190 2.58178 -4.34130  -0.36
Al1 -0.04845 0.01265 -1.95008  1.39
P1 -2.28921 0.63994 -2.06843  0.66
C1 -2.93764 0.48851 -3.74367  -1.05
C2 -3.28167 -0.56652 -1.10726  -1.08
H1 -4.34170 -0.29336 -1.19411  0.51
H2 -3.97921 2.27122 -1.48527  0.46
H3 -2.98584 -0.56589 -0.06159  0.10
H4 -2.52207 2.39093 -0.42328  0.27
H5 -2.60716 -0.46309 -4.17693  0.30
H6 -3.14471 -1.57688 -1.50642  0.28
C3 -2.87886 2.24777 -1.45065  -1.12
H7 -4.04286 0.52597 -3.67713  0.46
H8 -2.45560 3.02596 -2.09426  0.30
H9 -2.54894 1.31616 -4.35409  0.31
P2 2.22397 0.61473 -2.02074  0.64
C4 2.91814 0.49300 -3.68765  -1.08
C5 2.81446 2.20199 -1.36226  -1.12
H10 2.89415 -0.62942 0.00236  -0.03
H11 4.24312 -0.37619 -1.13974  0.57
H12 3.00440 -1.61005 -1.46628  0.27
C6 3.17606 -0.61555 -1.05280  -0.93
H13 2.40909 2.32582 -0.35196  0.28
H14 3.91500 2.20833 -1.34069  0.46
H15 4.01611 0.53322 -3.60722  0.46
H16 2.54431 1.31671 -4.31005  0.31
H17 2.44155 3.00794 -2.00469  0.31
H18 2.60348 -0.45345 -4.13689  0.30
Cl1 -0.13038 2.00605 0.98691  -0.21
C7 -2.77560 -0.58891 4.12185  -1.20
C8 -2.11753 0.39606 3.20674  -0.14
O1 -1.24703 -0.42932 2.19742  -0.39
P3 -0.04557 -0.02291 1.30988  0.54
O2 1.30697 -0.25998 2.03121  -0.34
C9 1.71029 -0.18411 3.60588  0.01
C10 2.52312 1.04495 3.77292  -1.15
O3 -0.10396 -0.71489 -0.05958  -0.86
C11 -0.18112 -2.77688 0.69061  0.00
C12 1.05153 -3.42784 0.29223  -0.74
H19 -3.45477 -1.25515 3.58312  0.31
H20 -3.37586 -0.05337 4.87289  0.43
H21 -2.04815 -1.20332 4.65908  0.29
H22 -2.79481 0.94442 2.55562  0.32
H23 -1.43540 1.07844 3.71598  0.39
H24 0.75424 -0.19065 4.17152  0.22
H25 2.27740 -1.11950 3.73303  0.31
H26 1.88196 1.92953 3.81002  0.31
H27 3.05691 1.00393 4.73424  0.43
H28 3.27025 1.15595 3.00597  0.31
H29 -0.33012 -2.56405 1.75632  0.42
H30 -1.07546 -2.89248 0.06770  0.34
H31 1.90108 -2.93239 0.80350  0.22
H32 1.18957 -3.35694 -0.80568  0.08
H33 1.08113 -4.50257 0.54568  0.45

net charge: +2
electronic energy: -3024.45197 a.u.
Kohn-Sham gap: 3.903 eV
LUMO: -8.7 eV

- Which of these has the highest electronic energy?
  C4H9N

- Which formula does entry 4 have?
  C12H33AlClI2O3P3